[1]
39
Properties=species:S:1:pos:R:3:nbo_charge:R:1 method="wB97M-V/def2-TZVPD" s_squared=3.783 homo_energy_ev="-15.967 / -15.967" spin_multiplicity=4 e_tot_ev=-45253.9460 total_charge=+2 gap_ev="6.53 / 4.05" e_above_lowest_kj_mol=0.0
H 1.2182 -2.5741 -0.8607 0.266
N -0.3282 -1.2004 -1.3108 -0.348
B -2.4637 -0.0494 -2.0280 0.513
N -1.5221 -1.2842 -2.0040 -0.299
C -1.6132 -2.5031 -2.5583 0.101
Re 0.4119 0.6157 -0.5770 1.738
H -2.4733 -2.7556 -3.1622 0.267
C -0.4775 -3.2370 -2.2127 -0.293
H -0.2430 -4.2431 -2.4970 0.279
C 0.3042 -2.4055 -1.4152 0.049
H -3.4702 -0.2714 -2.6319 0.025
C 0.7717 2.6156 0.8570 -0.818
H 1.6424 1.9668 1.0114 0.256
H 0.3022 2.7581 1.8357 0.305
H 1.1331 3.5675 0.4514 0.303
N -1.6386 1.1182 -2.6355 -0.286
N -2.8000 0.3054 -0.5419 -0.315
N -0.3523 1.4613 -2.1004 -0.362
N -1.7718 0.5522 0.3239 -0.413
C -1.9144 1.9395 -3.6493 0.139
C -3.9653 0.4085 0.1302 0.055
H -2.8401 1.8087 -4.1964 0.277
H -4.8989 0.2581 -0.3857 0.256
C -0.8746 2.8647 -3.8082 -0.279
C -3.6808 0.7244 1.4543 -0.304
C 0.0708 2.5766 -2.8412 0.034
C -2.2848 0.7956 1.5450 0.014
H -0.8194 3.6511 -4.5427 0.288
H -4.3785 0.8893 2.2528 0.271
H 1.0028 3.0479 -2.5777 0.257
H -1.6482 0.9789 2.3965 0.239
H -0.1157 2.2717 0.1271 0.206
F 2.5424 -2.5636 0.8160 -0.542
Te 2.1583 -1.2591 2.2887 2.812
F 1.3312 -2.7374 3.1092 -0.556
F 0.3058 -1.1060 1.4652 -0.605
F 1.3663 -0.2118 3.7687 -0.527
F 3.7152 -1.7969 3.3552 -0.498
O 2.1024 0.4530 -0.8648 -0.504

[2]
55
Properties=species:S:1:pos:R:3:nbo_charge:R:1 method="wB97M-V/def2-TZVPD" s_squared=0.751 homo_energy_ev="-5.457 / -11.113" spin_multiplicity=2 e_tot_ev=-93672.8476 total_charge=+1 gap_ev="3.09 / 8.68" e_above_lowest_kj_mol=0.0
C 19.0843 -11.5067 -6.3216 -0.656
C 17.8193 -11.0295 -6.8848 -0.059
C 18.0097 -10.8026 -8.4192 -0.079
O 16.8810 -10.1619 -8.9442 -0.544
C 16.8696 -9.9111 -10.3183 -0.274
N 16.8473 -12.2378 -6.7085 -0.813
H 17.0967 -12.7105 -5.8515 0.437
H 15.9305 -11.8585 -6.5192 0.426
H 16.8468 -12.9552 -7.4194 0.282
H 19.0099 -11.6647 -5.2457 0.245
H 19.7683 -10.6668 -6.4425 0.226
H 19.5309 -12.3243 -6.8874 0.215
H 17.5334 -10.1609 -6.2917 0.240
H 18.2595 -11.6897 -9.0013 0.188
H 18.8016 -10.0539 -8.4394 0.181
H 17.4596 -9.0842 -10.7134 0.182
H 15.8780 -9.7241 -10.7305 0.206
H 17.0239 -10.7970 -10.9343 0.174
C 18.7485 -18.3807 -6.8108 -0.651
C 18.9219 -17.5141 -5.5164 -0.060
C 20.1816 -16.6962 -5.4704 -0.102
O 20.1018 -15.8044 -4.3928 -0.561
C 21.3008 -15.0467 -4.2353 -0.260
N 17.7447 -16.5094 -5.5681 -0.897
H 17.7446 -15.8033 -4.8458 0.466
H 18.0059 -15.9549 -6.3709 0.196
H 16.8418 -16.8525 -5.8630 0.406
H 19.5517 -19.1147 -6.8767 0.234
H 18.7306 -17.8098 -7.7391 0.237
H 17.8312 -18.9492 -6.6576 0.228
H 18.7895 -17.9667 -4.5337 0.211
H 20.3427 -16.1883 -6.4213 0.186
H 20.9938 -17.3944 -5.2678 0.185
H 21.2046 -14.2137 -3.5390 0.203
H 21.5626 -14.5720 -5.1810 0.187
H 22.0887 -15.7178 -3.8932 0.172
C 17.0019 -15.1255 0.2732 -0.650
C 18.5445 -15.4043 0.3117 -0.034
C 18.9335 -16.3944 1.4150 -0.084
O 18.3051 -17.6343 1.1646 -0.564
C 18.5859 -18.6591 2.1649 -0.257
N 18.9963 -15.8959 -1.0965 -0.700
H 18.8083 -15.1708 -1.7740 0.473
H 19.9909 -16.0490 -1.1824 0.417
H 18.5574 -16.7590 -1.3836 0.432
H 16.7783 -14.2209 -0.2924 0.260
H 16.6342 -15.1001 1.2989 0.237
H 16.3873 -15.8241 -0.2945 0.242
H 19.2405 -14.5660 0.3415 0.221
H 18.6625 -16.0636 2.4176 0.202
H 20.0012 -16.6028 1.4829 0.175
H 18.2666 -19.6724 1.9214 0.216
H 18.0677 -18.3713 3.0796 0.181
H 19.6419 -18.6652 2.4353 0.175
Br 17.3790 -13.8896 -3.3307 -0.904

[3]
112
Properties=species:S:1:pos:R:3:lowdin_charge:R:1 method="wB97M-V/def2-TZVPD" s_squared=2.016 homo_energy_ev="-4.031 / -4.094" spin_multiplicity=3 e_tot_ev=-79995.6533 total_charge=-1 gap_ev="5.62 / 5.73"
Mo 0.3959 0.3949 0.1291 1.716
C -3.8901 4.6220 -2.6796 -0.088
C -2.7781 4.8855 -1.6612 -0.192
C -2.4462 3.6769 -0.8437 -0.132
C -2.9460 3.3169 0.3703 -0.130
C -3.9099 4.0665 1.2360 -0.191
C -3.2073 4.8279 2.3625 -0.086
C -2.3408 2.0525 0.6938 -0.246
C -2.6507 1.2910 1.8054 0.043
C -2.2117 0.0062 2.0094 -0.237
C -2.6628 -0.8026 3.1190 -0.126
C -3.6024 -0.3544 4.1935 -0.188
C -2.9375 0.5860 5.2036 -0.085
C -2.0280 -1.9907 3.0024 -0.124
C -1.1976 -1.8933 1.8220 -0.231
C -0.3875 -2.9215 1.3955 0.049
C 0.4133 -2.8677 0.2798 -0.223
N 0.5960 -1.7674 -0.5040 0.001
C 1.3968 -2.1943 -1.5254 -0.270
C 1.6921 -1.4620 -2.6424 0.034
C 1.0831 -0.2599 -2.9595 -0.230
N 0.2007 0.4084 -2.1723 0.031
C -0.1509 1.5100 -2.9071 -0.235
C -0.9383 2.5493 -2.4739 0.043
C -1.5609 2.6163 -1.2452 -0.237
N -1.4796 1.6517 -0.2795 0.035
C 0.5080 1.5174 -4.1903 -0.123
C 1.2868 0.4094 -4.2222 -0.125
C 2.2521 -0.0187 -5.2818 -0.198
C 3.6775 0.4439 -4.9657 -0.082
C 0.3406 2.5678 -5.2420 -0.188
C -0.9823 2.4472 -6.0030 -0.090
C 1.7652 -3.5832 -1.3574 -0.134
C 1.1077 -4.0198 -0.2598 -0.122
C 1.0530 -5.4141 0.2835 -0.189
C 2.0805 -5.6700 1.3842 -0.083
C 2.6100 -4.3753 -2.3032 -0.192
C 1.8211 -4.8997 -3.5062 -0.089
N -1.3273 -0.6809 1.2149 0.028
C -2.1422 -3.1948 3.8835 -0.192
C -3.1402 -4.2246 3.3499 -0.091
H -4.1153 5.5159 -3.2642 0.066
H -4.8034 4.3013 -2.1755 0.073
H -3.6001 3.8262 -3.3676 0.065
H -3.0781 5.6979 -0.9944 0.104
H -1.8806 5.2350 -2.1775 0.111
H -4.6396 3.3737 1.6641 0.107
H -4.4817 4.7655 0.6205 0.102
H -2.6356 4.1437 2.9920 0.060
H -3.9238 5.3598 2.9915 0.067
H -2.5022 5.5528 1.9514 0.071
H -3.3520 1.7008 2.5205 0.105
H -3.9854 -1.2337 4.7168 0.100
H -4.4738 0.1318 3.7442 0.108
H -2.0000 0.1636 5.5649 0.073
H -3.5994 0.7736 6.0516 0.066
H -2.6864 1.5447 4.7474 0.061
H -0.4065 -3.8462 1.9557 0.105
H 2.3722 -1.8923 -3.3647 0.107
H -1.0717 3.3858 -3.1466 0.112
H 1.9370 0.3836 -6.2479 0.102
H 2.2344 -1.1066 -5.3881 0.101
H 3.7182 1.5319 -4.8997 0.078
H 4.3829 0.1140 -5.7311 0.065
H 4.0022 0.0538 -4.0000 0.075
H 1.1721 2.4985 -5.9470 0.103
H 0.4194 3.5567 -4.7828 0.113
H -1.0406 1.4873 -6.5191 0.074
H -1.0884 3.2418 -6.7439 0.066
H -1.8308 2.5013 -5.3193 0.061
H 1.2077 -6.1187 -0.5382 0.103
H 0.0491 -5.6174 0.6663 0.105
H 3.0877 -5.4455 1.0340 0.065
H 2.0495 -6.7089 1.7203 0.068
H 1.8992 -5.0214 2.2410 0.066
H 3.0538 -5.2142 -1.7619 0.107
H 3.4471 -3.7618 -2.6469 0.109
H 1.0276 -5.5742 -3.1797 0.071
H 2.4673 -5.4419 -4.1993 0.066
H 1.3488 -4.0785 -4.0470 0.068
H -2.4406 -2.8770 4.8850 0.106
H -1.1589 -3.6570 3.9977 0.108
H -4.1353 -3.7845 3.2635 0.073
H -3.2052 -5.0940 4.0069 0.065
H -2.8474 -4.5674 2.3560 0.069
O 0.3701 0.7721 4.4064 0.046
C 0.4603 0.9279 3.1957 -0.588
O 0.7292 0.0536 2.3064 -0.202
C 0.4096 2.3151 2.5980 -0.158
C 0.3420 3.4951 3.3162 0.007
C 0.5188 4.6902 2.6338 -0.048
C 0.8325 4.6618 1.2798 0.018
C 0.8887 3.4346 0.6485 -0.161
N 0.6052 2.3060 1.2862 0.050
C 1.4488 3.1836 -0.7318 -0.600
O 1.7487 4.1180 -1.4596 0.051
O 1.6331 1.9317 -0.9320 -0.255
H 0.1878 3.4364 4.3846 0.119
H 0.4643 5.6341 3.1621 0.106
H 1.0756 5.5450 0.7066 0.119
S 2.9308 -0.0114 0.3211 0.698
C 3.4999 -1.4616 1.1551 -0.621
C 3.1344 -1.8523 2.4474 -0.098
C 3.8060 -2.8833 3.0905 -0.111
C 4.8517 -3.5574 2.4734 -0.134
C 5.2079 -3.1963 1.1801 -0.119
C 4.5353 -2.1722 0.5306 -0.147
H 2.3397 -1.3225 2.9536 0.086
H 3.5094 -3.1525 4.0982 0.097
H 5.3737 -4.3558 2.9863 0.089
H 6.0157 -3.7121 0.6729 0.091
H 4.8254 -1.8806 -0.4719 0.088

[4]
110
Properties=species:S:1:pos:R:3:lowdin_charge:R:1 method="wB97M-V/def2-TZVPD" homo_energy_ev=-9.388 spin_multiplicity=1 e_tot_ev=-77647.2730 gap_ev=9.44
C 6.0011 0.7865 2.7515 -0.140
C 6.0956 0.6089 1.1580 -0.260
C 4.8071 1.0986 0.3453 -0.213
C 4.0232 2.3326 0.9999 -0.203
C 2.6363 1.8880 1.7057 -0.180
C 1.3617 2.7598 1.2320 -0.143
C 0.0725 1.7961 1.2849 -0.271
O 0.1984 0.8830 0.1434 -0.213
S -0.6627 1.5544 -1.1527 0.775
O 0.3909 2.0960 -2.0559 -0.284
O -1.5287 0.5528 -1.8502 -0.278
O -1.4129 2.7893 -0.3130 -0.201
C -1.3040 2.5912 1.1369 -0.219
C -2.6645 1.8377 1.5424 -0.088
C -2.7512 0.3260 1.2417 0.035
C -4.1351 -0.2514 1.6520 -0.024
C -5.1175 0.7408 2.2570 -0.135
N -4.9834 2.1057 2.5523 0.018
C -3.7472 2.6781 2.1969 -0.067
H 6.4126 -0.1814 3.2177 0.067
H 6.7019 1.6214 3.0632 0.054
H 4.9411 0.9306 3.1472 0.067
H 6.2384 -0.5108 0.9086 0.055
H 7.0236 1.1975 0.8235 0.106
H 4.1009 0.2215 0.1136 0.109
H 5.1864 1.4579 -0.6777 0.106
H 3.7464 3.0391 0.1376 0.084
H 4.6257 2.9204 1.7652 0.108
H 2.7648 2.0628 2.8282 0.110
H 2.3719 0.7987 1.4923 0.106
H 1.5185 3.2295 0.1974 0.110
H 1.1605 3.6301 1.9481 0.121
H 0.2296 1.2451 2.2669 0.169
H -1.1926 3.6413 1.5498 0.160
H -1.9339 -0.2818 0.7552 0.100
H -4.3803 -1.3516 1.4679 0.092
H -6.1368 0.2888 2.5256 0.087
H -3.5917 3.7892 2.3818 0.118
C -7.2285 -1.4882 -0.2647 -0.067
C -7.3957 -1.7953 1.1897 -0.270
N -7.5272 -2.0372 2.3344 0.112
H -8.1821 -1.1649 -0.6878 0.023
H -6.4924 -0.6926 -0.3939 0.077
H -6.8858 -2.3796 -0.7934 0.030
C 1.1755 6.8694 -0.6688 -0.061
C 2.3729 6.2233 -0.0488 -0.248
N 3.3152 5.7148 0.4390 0.130
H 0.2656 6.3806 -0.3173 0.074
H 1.1419 7.9252 -0.3948 0.046
H 1.2283 6.7842 -1.7550 0.081
C 4.7334 9.4377 1.9393 -0.057
C 3.3123 9.6235 1.5140 -0.246
N 2.1940 9.7698 1.1790 0.109
H 4.7723 8.8574 2.8620 0.084
H 5.2871 8.9084 1.1628 0.083
H 5.1994 10.4091 2.1098 0.032
C 6.3980 -4.2491 -0.1577 -0.086
C 6.5595 -2.8370 -0.6248 -0.231
N 6.6865 -1.7260 -0.9919 0.124
H 5.5573 -4.7163 -0.6711 0.078
H 7.3039 -4.8170 -0.3705 0.009
H 6.2119 -4.2649 0.9176 0.080
C 9.9023 0.4820 4.3878 -0.069
C 8.6724 0.9268 5.1127 -0.263
N 7.7052 1.2805 5.6942 0.122
H 10.7877 0.8975 4.8706 0.076
H 9.9667 -0.6068 4.4010 0.076
H 9.8665 0.8245 3.3526 0.077
C 4.4552 13.7082 1.2536 -0.063
C 5.6529 13.0584 1.8709 -0.256
N 6.5934 12.5452 2.3560 0.117
H 3.5455 13.2203 1.6069 0.076
H 4.4238 14.7634 1.5280 0.078
H 4.5063 13.6235 0.1674 0.080
C 10.1173 -7.0412 -0.3482 -0.057
C 8.6979 -6.8533 -0.7798 -0.220
N 7.5812 -6.7055 -1.1196 0.127
H 10.1497 -7.6152 0.5787 0.080
H 10.6710 -7.5778 -1.1195 0.081
H 10.5861 -6.0702 -0.1830 0.080
C -5.1168 -5.1972 -0.5143 -0.052
C -5.8429 -4.5619 -1.6578 -0.237
N -6.4177 -4.0648 -2.5722 0.122
H -4.1012 -4.8035 -0.4531 0.085
H -5.6383 -4.9844 0.4203 0.084
H -5.0718 -6.2778 -0.6589 0.068
C -10.9855 -3.5182 -1.8016 -0.056
C -10.2551 -2.2376 -2.0490 -0.227
N -9.6790 -1.2306 -2.2433 0.122
H -11.7905 -3.3540 -1.0841 0.085
H -11.4110 -3.8881 -2.7344 0.022
H -10.2985 -4.2655 -1.4014 0.078
C -2.3852 -7.5750 -1.9543 -0.083
C -2.5464 -7.9022 -0.5035 -0.262
N -2.6749 -8.1544 0.6381 0.113
H -3.3362 -7.2422 -2.3684 0.024
H -1.6461 -6.7811 -2.0745 0.080
H -2.0507 -8.4582 -2.4991 0.078
C -10.7847 -4.8215 -5.9074 -0.060
C -12.0089 -4.4110 -5.1530 -0.252
N -12.9713 -4.0874 -4.5589 0.125
H -9.8984 -4.3931 -5.4367 0.077
H -10.6978 -5.9089 -5.9090 0.079
H -10.8480 -4.4673 -6.9370 0.080
C -5.5622 -6.5642 -4.9848 -0.065
C -5.1314 -7.8095 -4.2751 -0.246
N -4.7923 -8.7910 -3.7201 0.126
H -4.6920 -5.9508 -5.2225 0.082
H -6.0764 -6.8269 -5.9104 0.078
H -6.2397 -5.9898 -4.3513 0.042